1.
Below is a molecular structure, C17H33EuFN2O6P2 in a non-equilibrium geometry, with properties calculated with the ωB97M-V functional and the def2-TZVPD basis.

The geometry in XYZ format:
```
62
C17H33EuFN2O6P2 the ωB97M-V functional and the def2-TZVPD basis
C 3.996 -1.927 1.785
C 3.722 -0.607 1.089
O 3.012 0.321 1.991
P 2.170 1.411 1.254
O 1.871 2.534 2.163
C 0.698 0.569 0.600
C -0.589 1.399 0.736
P -2.117 0.391 0.925
N -2.289 0.943 2.708
C -3.747 1.187 0.544
C -3.819 1.918 -0.778
F -2.768 2.800 -0.908
C -1.912 -0.434 -0.807
O -1.211 0.395 -1.705
C -1.223 -0.157 -3.044
O -0.041 0.079 -3.699
C 1.132 -0.398 -3.042
C 1.080 -1.839 -2.577
O 2.436 -2.311 -2.500
C -2.149 -1.364 1.682
C -3.199 -2.166 1.366
C -3.204 -3.467 1.859
C -2.125 -3.829 2.635
C -1.146 -2.907 2.906
N -1.109 -1.646 2.455
O 3.109 1.943 0.038
C 2.443 2.895 -0.728
C 3.026 2.949 -2.153
H 3.215 -2.200 2.486
H 4.956 -1.881 2.286
H 4.068 -2.693 1.018
H 3.121 -0.794 0.195
H 4.653 -0.137 0.794
H 0.650 -0.421 1.048
H 0.884 0.416 -0.465
H -0.490 2.004 1.636
H -0.680 2.113 -0.071
H -3.148 0.628 3.161
H -1.480 0.718 3.289
H -4.534 0.446 0.658
H -3.925 1.918 1.330
H -4.738 2.502 -0.777
H -3.895 1.253 -1.633
H -1.439 -1.410 -0.671
H -2.906 -0.648 -1.214
H -1.509 -1.213 -3.031
H -2.006 0.371 -3.585
H 1.926 -0.346 -3.778
H 1.395 0.306 -2.247
H 0.568 -2.488 -3.281
H 0.641 -1.972 -1.585
H 2.684 -2.303 -1.575
H -4.007 -1.810 0.746
H -4.014 -4.133 1.615
H -2.044 -4.826 3.035
H -0.327 -3.209 3.545
H 2.576 3.869 -0.183
H 1.369 2.724 -0.821
H 2.225 3.009 -2.881
H 3.574 2.032 -2.324
H 3.696 3.799 -2.260
Eu 2.898 5.694 0.745
```

Computed properties:
LUMO level (spin up / spin down) = -11.423 / -11.238 eV
multiplicity = 7
ΔE to the lowest compared entry with this formula, charge and spin = 103.9 kJ/mol
electronic energy = -74020.9660 eV
E_HOMO (spin up / spin down) = -16.643 / -16.641 eV
orbital gap (spin up / spin down) = 5.2206 / 5.4026 eV
total charge = +3

Atom charges from the natural (NBO) analysis, given in e for atoms 1 to 6: -0.6369 -0.0711 -0.7936 2.4092 -1.1550 -0.8672

2.
Below is 2 unconnected molecules or ions with the total composition C4H6N2O in a non-equilibrium geometry, with properties calculated with the ωB97M-V functional and the def2-TZVPD basis.

The geometry in XYZ format:
```
13
C4H6N2O the ωB97M-V functional and the def2-TZVPD basis
C -1.560 0.268 -0.208
C -1.068 1.280 1.598
C -0.186 0.123 -0.040
C 1.464 -0.899 -0.846
N -2.091 0.946 0.812
N 0.105 0.789 1.053
O 1.110 -2.162 -1.201
H -2.177 -0.188 -0.955
H -1.088 2.078 2.257
H 1.390 -0.180 -1.541
H 2.238 -1.037 -0.175
H 1.021 1.025 1.380
H 0.842 -2.044 -2.133
```

Computed properties:
LUMO level = 0.572 eV
ΔE to the lowest compared entry with this formula, charge and spin = 378.5 kJ/mol
electronic energy = -9269.5792 eV
E_HOMO = -8.199 eV
orbital gap = 8.7705 eV
total charge = 0

Atom charges from the natural (NBO) analysis, given in e for atoms 1 to 6: -0.1648 0.0959 0.0423 0.0357 -0.4347 -0.5461

3.
Below is a single C4H6N2OS molecule in a non-equilibrium geometry, with properties calculated with the ωB97M-V functional and the def2-TZVPD basis.

The geometry in XYZ format:
```
14
C4H6N2OS the ωB97M-V functional and the def2-TZVPD basis
C 0.120 0.747 -0.323
C 0.265 -1.606 1.349
C -0.206 -1.811 -0.064
C -0.302 -0.558 -0.868
H 0.776 1.447 1.473
H 0.857 -2.442 1.824
H -0.579 -1.221 1.996
H 0.011 -2.729 -0.567
H -2.034 -1.753 -1.002
H -0.122 -0.692 -1.902
N 0.679 0.627 0.889
N -1.512 -1.176 -0.306
O 1.260 -0.539 1.365
S -0.151 2.182 -1.087
```

Computed properties:
LUMO level = 0.502 eV
ΔE to the lowest compared entry with this formula, charge and spin = 414.6 kJ/mol
SMILES = S=C1NOC[C@H]2N[C@@H]12
electronic energy = -20105.0442 eV
E_HOMO = -8.483 eV
orbital gap = 8.9851 eV
total charge = 0

Atom charges from the natural (NBO) analysis, given in e for atoms 1 to 6: 0.0841 -0.0974 -0.1314 -0.1526 0.4059 0.2147